1.
{"formula": "C4H8O", "method": "the ωB97M-V functional and the def2-TZVPD basis", "elements": ["C", "C", "C", "C", "O", "H", "H", "H", "H", "H", "H", "H", "H"], "positions_angstrom": [[-1.112, -1.213, -0.135], [-0.892, 0.297, -0.033], [0.538, 0.601, -0.464], [1.588, 0.815, 0.533], [1.521, -0.403, -0.182], [-0.131, -1.686, -0.050], [-1.738, -1.606, 0.669], [-1.538, -1.489, -1.103], [-1.060, 0.654, 0.991], [-1.593, 0.859, -0.662], [0.662, 0.998, -1.473], [2.449, 1.447, 0.323], [1.306, 0.726, 1.585]], "lowdin_charge": [-0.094, -0.198, -0.298, -0.126, -0.074, 0.066, 0.070, 0.074, 0.106, 0.107, 0.141, 0.108, 0.117], "spin_multiplicity": 1, "e_tot_ev": -6323.716, "smiles": "CC[C@H]1CO1", "e_above_lowest_kj_mol": 140.0, "fmax_ev_per_a": 0.4}

=====

2.
{"formula": "C4H8O", "method": "the ωB97M-V functional and the def2-TZVPD basis", "elements": ["C", "C", "O", "C", "C", "H", "H", "H", "H", "H", "H", "H", "H"], "positions_angstrom": [[0.737, 0.422, 1.182], [-0.067, 0.367, -0.125], [-0.139, 1.586, -0.805], [-1.248, -0.559, -0.196], [0.059, -0.928, -0.857], [0.852, -0.542, 1.708], [0.218, 1.094, 1.864], [1.758, 0.800, 1.024], [0.578, 1.582, -1.454], [-1.598, -1.108, 0.675], [-2.052, -0.228, -0.855], [0.785, -1.406, -0.223], [0.116, -1.081, -1.937]], "lowdin_charge": [-0.026, -0.587, 0.007, -0.067, -0.087, 0.086, 0.079, 0.084, 0.104, 0.100, 0.110, 0.087, 0.110], "spin_multiplicity": 1, "e_tot_ev": -6323.869, "smiles": "CC1(O)CC1", "e_above_lowest_kj_mol": 125.3, "fmax_ev_per_a": 1.5}

=====

3.
{"formula": "C4H8O", "method": "the ωB97M-V functional and the def2-TZVPD basis", "elements": ["C", "C", "C", "O", "C", "H", "H", "H", "H", "H", "H", "H", "H"], "positions_angstrom": [[1.866, 0.448, 0.026], [1.020, -0.467, -0.488], [-0.051, -1.078, 0.271], [-1.366, -0.692, -0.238], [-1.681, 0.717, -0.112], [2.815, 0.835, -0.393], [1.755, 0.840, 1.106], [1.212, -0.806, -1.509], [-0.119, -2.157, 0.090], [0.032, -0.873, 1.387], [-1.184, 1.486, -0.828], [-2.828, 0.677, -0.255], [-1.471, 1.068, 0.943]], "lowdin_charge": [0.006, -0.198, -0.248, -0.229, -0.128, 0.056, 0.084, 0.109, 0.123, 0.136, 0.100, 0.104, 0.085], "spin_multiplicity": 1, "e_tot_ev": -6323.227, "smiles": "C=CCOC", "e_above_lowest_kj_mol": 187.3, "fmax_ev_per_a": 3.1}

=====

4.
{"formula": "C4H8O", "method": "the ωB97M-V functional and the def2-TZVPD basis", "elements": ["O", "C", "C", "C", "C", "H", "H", "H", "H", "H", "H", "H", "H"], "positions_angstrom": [[1.945, 0.435, -0.470], [0.765, -0.339, -0.385], [0.015, -0.425, 0.971], [-1.267, 0.111, 0.285], [-0.434, 0.433, -0.976], [2.479, 0.335, 0.325], [0.933, -1.340, -0.816], [0.431, 0.259, 1.719], [-0.069, -1.423, 1.414], [-1.745, 0.972, 0.762], [-2.030, -0.658, 0.131], [-0.169, 1.494, -1.016], [-0.827, 0.136, -1.952]], "lowdin_charge": [-0.037, -0.381, -0.130, -0.171, -0.132, 0.088, 0.140, 0.108, 0.101, 0.098, 0.100, 0.112, 0.104], "spin_multiplicity": 1, "e_tot_ev": -6324.202, "smiles": "OC1CCC1", "e_above_lowest_kj_mol": 93.2, "fmax_ev_per_a": 0.3}